w:
6
Properties=species:S:1:pos:R:3 method="wB97M-V/def2-TZVPD" spin_multiplicity=1 homo_lumo_gap_ev="10.91 / 4.10"
C -1.519 -0.028 0.042
F -1.884 1.233 -0.014
S 0.067 -0.721 -0.192
I 4.526 -0.145 -0.066
H -1.944 -0.664 0.755
H 0.755 0.326 -0.526

x:
6
Properties=species:S:1:pos:R:3 method="wB97M-V/def2-TZVPD" spin_multiplicity=1 homo_lumo_gap_ev=9.03
C 0.218 -0.069 -0.439
F -1.026 -0.590 -0.718
S 0.043 1.243 0.769
I 1.240 -1.695 0.675
H 0.796 0.375 -1.325
H -1.271 0.737 1.038

The most stable arrangement is x, and the next structure is 2.104 eV less stable.

w:
39
Properties=species:S:1:pos:R:3 method="wB97M-V/def2-TZVPD" spin_multiplicity=1 homo_lumo_gap_ev=9.09
O 1.127 -1.658 3.856
C 1.451 -2.136 2.736
O 2.461 -1.611 2.119
C 0.464 -3.085 2.160
S 0.874 -4.825 1.958
C -0.470 -4.999 0.756
C -0.618 -3.726 0.040
N -0.075 -2.670 0.880
C -0.758 -1.442 0.881
O -1.434 -1.013 1.763
N -1.119 -0.756 -0.246
C -0.141 -0.202 -1.225
C 1.053 -0.827 -1.719
C 1.762 -0.464 -2.807
C 1.533 0.743 -3.381
C 0.410 1.426 -2.828
C -0.519 0.932 -1.843
C -1.735 1.644 -1.586
C -2.158 2.167 -0.283
C -3.242 2.981 -0.291
C -3.935 3.431 -1.431
C -3.647 2.904 -2.640
C -2.571 1.934 -2.705
H 2.694 -0.895 2.713
H -0.479 -3.068 2.784
H -1.353 -5.208 1.297
H -0.153 -5.846 0.215
H -1.617 -3.620 -0.187
H -0.093 -3.958 -0.892
H -1.814 -0.143 -0.033
H 1.385 -1.717 -1.218
H 2.615 -1.089 -3.049
H 2.094 1.260 -4.180
H 0.130 2.339 -3.235
H -1.559 2.202 0.549
H -3.419 3.529 0.695
H -4.669 4.259 -1.477
H -4.146 3.217 -3.597
H -2.216 1.511 -3.676

x:
39
Properties=species:S:1:pos:R:3 method="wB97M-V/def2-TZVPD" spin_multiplicity=1 homo_lumo_gap_ev=8.99
C -6.492 0.983 1.974
O -5.447 0.208 1.447
C -4.457 0.986 0.824
C -3.362 0.116 0.280
C -3.349 -1.254 0.469
C -2.307 -2.010 -0.066
C -2.246 -3.490 0.112
N -1.320 -1.453 -0.753
C -1.302 -0.148 -0.926
S 0.033 0.541 -1.841
C 1.157 -0.897 -1.904
C 2.026 -0.836 -0.668
O 1.726 -1.291 0.400
O 3.145 -0.155 -0.943
C 4.106 0.098 0.033
C 4.698 1.354 0.003
C 5.696 1.658 0.910
C 6.098 0.716 1.843
C 5.504 -0.534 1.863
C 4.507 -0.854 0.957
C -2.308 0.702 -0.437
C -2.259 2.092 -0.652
N -2.234 3.227 -0.815
H -7.196 0.287 2.425
H -6.126 1.680 2.737
H -6.998 1.557 1.187
H -4.893 1.579 0.001
H -4.024 1.705 1.541
H -4.145 -1.721 1.025
H -1.432 -3.901 -0.476
H -3.186 -3.949 -0.187
H -2.075 -3.725 1.162
H 0.525 -1.784 -1.893
H 1.745 -0.799 -2.812
H 4.367 2.073 -0.730
H 6.157 2.634 0.890
H 6.876 0.956 2.553
H 5.818 -1.271 2.586
H 4.045 -1.828 0.972

The most stable arrangement is x, and the next structure is 2.054 eV less stable.

w:
55
Properties=species:S:1:pos:R:3 method="wB97M-V/def2-TZVPD" spin_multiplicity=1 homo_lumo_gap_ev=8.60
C 3.279 2.391 -0.952
C 2.017 1.562 -1.154
C 0.991 2.294 -2.017
C -0.348 1.557 -2.072
N -0.255 0.256 -2.699
C -0.149 -0.896 -2.006
O -0.114 -0.939 -0.790
C -0.117 -2.141 -2.874
C -1.528 -2.578 -3.295
C -2.439 -2.849 -2.091
C -3.277 -1.632 -1.688
C -3.690 -1.664 -0.214
N -2.590 -1.255 0.651
C -1.831 -2.243 1.246
O -2.092 -3.422 1.156
N -0.769 -1.811 1.997
C -0.368 -0.507 2.110
C 0.789 -0.154 2.799
C 1.149 1.181 2.895
C 2.384 1.604 3.603
O 2.782 2.741 3.656
O 3.020 0.578 4.188
C 4.209 0.908 4.889
C 0.352 2.175 2.316
C -0.791 1.825 1.635
C -1.159 0.485 1.522
C -2.330 0.102 0.724
O -3.037 0.906 0.149
H 4.003 1.843 -0.355
H 3.736 2.637 -1.909
H 3.044 3.319 -0.435
H 2.277 0.611 -1.623
H 1.571 1.335 -0.184
H 0.812 3.286 -1.599
H 1.385 2.422 -3.029
H -1.082 2.153 -2.622
H -0.715 1.397 -1.058
H -0.206 0.229 -3.704
H 0.494 -1.963 -3.761
H 0.340 -2.941 -2.289
H -1.427 -3.489 -3.889
H -1.979 -1.816 -3.934
H -1.822 -3.161 -1.250
H -3.113 -3.676 -2.319
H -4.178 -1.586 -2.302
H -2.719 -0.711 -1.858
H -4.508 -0.959 -0.045
H -3.989 -2.669 0.085
H -0.180 -2.542 2.372
H 1.411 -0.916 3.243
H 4.587 -0.023 5.304
H 3.994 1.624 5.685
H 4.940 1.351 4.209
H 0.662 3.204 2.410
H -1.422 2.569 1.171

x:
55
Properties=species:S:1:pos:R:3 method="wB97M-V/def2-TZVPD" spin_multiplicity=1 homo_lumo_gap_ev=8.67
C -4.529 5.285 2.263
O -4.008 4.050 1.845
C -2.668 3.836 1.972
C -1.760 4.746 2.481
C -0.409 4.428 2.566
C 0.043 3.192 2.152
C 1.502 2.819 2.210
N 2.022 2.540 0.882
C 2.147 1.286 0.415
O 2.001 0.287 1.087
C 2.528 1.198 -1.073
N 2.183 -0.120 -1.531
C 3.134 -1.140 -1.713
O 4.323 -0.972 -1.771
N 2.432 -2.283 -1.862
C 1.020 -2.129 -1.605
C 0.586 -2.724 -0.251
C 1.154 -4.103 0.088
C 1.091 -5.164 -1.019
C -0.072 -5.020 -2.001
C 0.230 -4.052 -3.145
C 0.139 -2.573 -2.779
C 0.916 -0.612 -1.450
O -0.086 0.041 -1.288
C -0.865 2.267 1.638
C -2.210 2.568 1.539
O -3.162 1.733 1.055
C -2.766 0.444 0.638
H -4.358 5.456 3.332
H -4.105 6.118 1.691
H -5.600 5.230 2.076
H -2.087 5.717 2.817
H 0.281 5.156 2.966
H 2.091 3.622 2.660
H 1.638 1.902 2.789
H 2.039 3.312 0.234
H 3.609 1.314 -1.195
H 1.994 1.950 -1.659
H 2.885 -3.180 -1.891
H 0.903 -2.037 0.538
H -0.504 -2.745 -0.241
H 0.594 -4.461 0.955
H 2.192 -3.993 0.408
H 2.021 -5.167 -1.593
H 1.026 -6.142 -0.536
H -0.977 -4.713 -1.477
H -0.267 -6.001 -2.441
H 1.225 -4.268 -3.542
H -0.484 -4.228 -3.953
H -0.890 -2.314 -2.523
H 0.418 -1.982 -3.656
H -0.496 1.309 1.310
H -3.675 -0.032 0.273
H -2.363 -0.136 1.475
H -2.025 0.484 -0.164

The most stable arrangement is w, and the next structure is 1.584 eV less stable.